No. 1
DFT (wB97M-V/def2-TZVPD) results for 9 unconnected molecules or ions with the total composition C39H78N8O15S2 in a non-equilibrium geometry.

```
142
Properties=species:S:1:pos:R:3:forces:R:3:mulliken_charge:R:1
O 2.954671 0.556543 0.701744 0.226 0.828 -0.142 -0.580
S 3.890799 -0.416067 0.215040 -1.421 -0.774 0.859 1.296
O 4.318252 -1.380385 1.181784 0.654 -0.410 0.013 -0.744
O 5.184163 0.333841 -0.336797 -0.319 0.399 -0.150 -0.557
C 3.206413 -1.235112 -1.213818 0.897 0.828 0.728 -1.399
C 1.777185 -0.816558 -1.510733 -1.200 0.268 1.286 -0.583
C 1.648671 0.562848 -2.150791 -0.660 -0.166 0.603 -0.679
C 0.296462 0.725706 -2.872716 0.451 0.257 -0.340 0.267
C -0.550540 1.878253 -2.293444 0.120 -2.095 0.807 -0.412
C -1.067408 1.474730 -0.877942 -0.296 1.292 0.094 -0.798
C -2.552389 1.133280 -0.859329 0.638 0.147 -0.199 -0.241
C -2.935241 0.482784 -2.170845 -0.340 -0.436 0.905 1.329
C -4.127362 -0.457482 -2.041969 -0.443 0.801 -0.831 -1.480
O -3.809287 -1.732271 -2.566355 -0.135 -0.164 0.404 -0.477
C -2.984273 -2.488205 -1.769334 0.481 -0.461 -0.050 0.551
C -2.028076 -3.260004 -2.417161 0.284 -0.118 -0.138 0.598
C -1.162730 -4.087541 -1.714361 -0.495 0.246 0.106 -0.852
C -1.252083 -4.162945 -0.329742 -0.015 0.158 -0.212 -0.644
C -2.193572 -3.380646 0.327768 0.110 -0.162 -0.300 -0.750
C -3.059049 -2.556197 -0.383410 -0.113 0.162 0.158 -0.499
O -3.195169 1.560868 -3.107879 0.628 -0.121 -0.047 -0.592
S -1.848629 2.341444 -3.464804 0.375 1.282 -0.371 1.156
O -2.114152 3.736937 -3.300512 -0.293 0.082 0.276 -0.732
O -1.414769 1.918413 -4.760832 -0.101 -0.410 -0.407 -0.517
H 5.155537 1.236352 0.016671 0.083 0.089 -0.120 0.337
H 3.296816 -2.305009 -1.070109 0.081 0.060 0.540 0.646
H 3.851004 -0.999289 -2.058791 0.246 0.460 0.787 0.255
H 1.180419 -0.921441 -0.607655 -0.118 0.483 0.401 0.407
H 1.396011 -1.564193 -2.206666 -0.630 0.783 1.155 0.747
H 1.699051 1.308801 -1.360580 0.388 0.217 -0.009 0.358
H 2.468754 0.706442 -2.847740 0.150 0.144 -0.109 0.584
H -0.219223 -0.229424 -2.810437 -0.233 -0.004 -0.075 0.006
H 0.476587 0.932984 -3.923187 -0.027 -0.133 -0.104 -0.364
H 0.117125 2.719735 -2.155297 -0.299 0.546 -0.529 0.779
H -0.940354 2.360425 -0.258058 0.107 -0.061 0.298 0.276
H -0.455663 0.699413 -0.429841 0.178 -0.237 -0.274 0.189
H -3.085344 2.074333 -0.767916 -0.421 -0.034 -0.029 0.058
H -2.843905 0.545808 -0.002424 0.154 -0.214 0.129 0.637
H -2.121147 -0.114801 -2.573229 0.014 -0.123 -0.016 -0.197
H -4.939035 -0.065211 -2.651108 -0.089 -0.082 -0.140 0.478
H -4.493850 -0.466859 -1.021142 0.057 -0.226 0.172 0.259
H -1.951131 -3.228021 -3.492195 -0.119 0.102 -0.103 0.104
H -0.450657 -4.672790 -2.274167 0.137 -0.114 0.050 0.489
H -0.595903 -4.822703 0.214096 0.078 -0.031 0.163 0.432
H -2.261656 -3.428198 1.403524 -0.082 0.049 0.117 0.442
H -3.792843 -1.977063 0.155813 -0.053 0.064 0.081 0.475
C 2.939212 2.890148 5.408589 -0.050 0.028 -0.038 0.108
O 3.074968 3.328086 6.536027 0.012 -0.016 0.089 -0.614
N 3.501940 1.755767 4.955153 -0.019 0.011 -0.124 0.164
C 3.302101 1.274595 3.599115 0.100 -0.063 0.323 -0.833
C 4.337124 0.987244 5.860935 -0.080 0.154 0.042 -0.963
H 2.323949 3.401585 4.648737 0.015 -0.021 -0.018 0.286
H 2.839367 0.287414 3.624032 0.016 -0.010 -0.179 0.348
H 4.261169 1.200842 3.084837 -0.050 -0.043 -0.076 0.297
H 2.657119 1.951463 3.045480 -0.004 0.020 0.015 0.227
H 3.759782 0.682745 6.734724 0.057 -0.029 0.030 0.294
H 5.174952 1.595274 6.204035 0.020 -0.049 0.045 0.312
H 4.712965 0.105499 5.348054 -0.025 0.005 -0.047 0.350
C 1.105010 0.514491 -7.020114 -0.008 0.185 0.337 -0.080
O 1.924587 -0.382973 -6.906558 0.034 -0.281 -0.265 -0.710
N 0.131685 0.593846 -7.938429 0.146 0.115 0.026 0.186
C -0.787121 1.715250 -7.900803 -0.089 -0.111 -0.172 -0.979
C -0.000441 -0.442074 -8.946499 0.141 -0.007 0.181 -0.967
H 1.094210 1.370394 -6.326748 -0.005 -0.007 -0.008 0.422
H -1.806144 1.356714 -7.751241 -0.033 0.103 0.049 0.347
H -0.743364 2.296460 -8.824539 0.025 -0.038 -0.015 0.355
H -0.514597 2.349762 -7.063023 -0.163 0.057 0.005 0.334
H -0.161408 -1.409457 -8.468929 -0.010 -0.036 -0.053 0.281
H 0.911956 -0.504433 -9.540677 -0.029 -0.046 -0.041 0.298
H -0.841517 -0.212458 -9.595102 -0.014 0.041 0.017 0.399
C -5.657293 1.664620 1.715997 0.062 -0.108 0.050 -0.087
O -4.657773 1.184738 1.194928 -0.170 -0.041 0.069 -0.569
N -5.889685 2.970155 1.854235 -0.189 0.048 -0.082 0.279
C -7.080757 3.473628 2.507272 0.016 0.139 -0.123 -0.974
C -4.912111 3.913820 1.340387 0.093 -0.187 -0.057 -1.079
H -6.463209 1.033137 2.125637 0.000 0.001 0.007 0.336
H -7.658198 4.090853 1.814708 -0.048 -0.048 0.005 0.365
H -6.790636 4.069703 3.367071 -0.068 0.022 0.061 0.347
H -7.701215 2.643159 2.840147 0.012 -0.033 -0.032 0.292
H -4.788123 3.770927 0.265260 0.009 0.044 -0.002 0.410
H -3.950660 3.749945 1.825317 0.005 0.069 0.006 0.271
H -5.247001 4.927094 1.538734 -0.024 -0.005 0.062 0.385
C 8.083580 -0.735974 -0.136486 -0.134 0.099 -0.124 0.494
O 8.787416 -0.092418 -0.897747 0.053 -0.006 0.002 -0.658
N 8.560787 -1.644186 0.737259 -0.029 -0.100 0.094 0.098
C 7.700333 -2.393250 1.632123 0.175 0.042 -0.064 -0.707
C 9.994487 -1.875099 0.777040 -0.094 0.127 -0.107 -0.972
H 6.987424 -0.602541 -0.119215 0.433 -0.277 0.165 0.051
H 7.975725 -2.192099 2.670271 -0.065 -0.058 0.022 0.328
H 7.804724 -3.463960 1.441524 -0.055 -0.020 0.067 0.323
H 6.661610 -2.109114 1.482668 -0.041 0.042 -0.028 0.156
H 10.516445 -0.949476 1.022247 0.063 -0.033 -0.014 0.290
H 10.346538 -2.212842 -0.198297 0.070 0.005 0.020 0.289
H 10.220892 -2.629497 1.526395 -0.046 -0.011 0.019 0.394
C 3.130219 -2.025426 -4.239492 0.205 -0.304 -0.876 0.302
O 2.685955 -2.001846 -3.099055 1.097 -2.776 -4.878 -0.629
N 4.220188 -2.718925 -4.612699 -0.133 0.172 0.019 0.190
C 4.695229 -2.699837 -5.982678 0.098 -0.053 0.039 -0.880
C 4.932295 -3.501321 -3.618075 -0.136 0.066 0.089 -0.850
H 2.673116 -1.468094 -5.069267 -0.024 0.061 0.044 0.049
H 4.691699 -3.711598 -6.394616 0.019 0.036 -0.045 0.352
H 5.713461 -2.306463 -6.020663 -0.018 -0.017 -0.065 0.363
H 4.048561 -2.067911 -6.588710 -0.033 0.017 0.041 0.207
H 4.267747 -4.249728 -3.184651 0.035 -0.054 0.028 0.278
H 5.283428 -2.853905 -2.813555 0.101 -0.090 0.001 0.237
H 5.781826 -3.995505 -4.082562 -0.007 0.028 -0.008 0.389
C -4.185494 -5.804480 -5.424414 -0.117 -0.124 0.119 0.066
O -3.744942 -5.784997 -4.293139 0.104 0.083 -0.087 -0.528
N -3.746557 -5.034469 -6.440760 -0.036 0.011 -0.192 0.178
C -4.321286 -5.111928 -7.767958 0.176 0.133 0.123 -0.923
C -2.662209 -4.099733 -6.191037 -0.117 -0.170 0.204 -0.734
H -5.009264 -6.477021 -5.721209 0.001 0.014 -0.031 0.246
H -3.555630 -5.396105 -8.493157 -0.065 -0.010 -0.071 0.324
H -4.736848 -4.143439 -8.054386 -0.039 -0.037 -0.078 0.328
H -5.116088 -5.854435 -7.787518 -0.002 -0.012 0.031 0.292
H -1.782194 -4.645140 -5.846681 0.060 0.096 0.015 0.276
H -2.959283 -3.395816 -5.413465 0.063 0.067 -0.032 0.080
H -2.423217 -3.557782 -7.102313 -0.040 -0.023 -0.043 0.414
C -4.324363 3.952533 5.496328 0.092 0.153 -0.074 -0.001
O -4.880873 4.085538 4.416776 0.070 -0.014 0.133 -0.521
N -4.207955 2.790624 6.151851 0.036 -0.097 0.140 0.164
C -3.519988 2.700412 7.429135 -0.162 -0.277 -0.401 -1.006
C -4.784421 1.596681 5.557059 0.017 0.182 -0.121 -0.839
H -3.853932 4.797663 6.022641 -0.015 -0.006 0.020 0.291
H -2.676735 2.010512 7.341064 0.017 0.016 0.101 0.357
H -4.206284 2.331448 8.193206 0.068 0.039 0.084 0.345
H -3.152278 3.672035 7.730606 -0.019 0.058 0.010 0.337
H -4.336563 1.411231 4.579165 -0.038 -0.056 -0.006 0.217
H -5.858913 1.729268 5.419332 -0.005 -0.062 -0.018 0.272
H -4.604625 0.743987 6.206257 0.022 0.017 0.039 0.371
C -2.395872 3.650029 10.705326 -0.032 0.041 0.030 0.104
O -2.670000 4.338809 9.739015 0.045 0.072 0.145 -0.619
N -1.148281 3.301626 11.061071 0.039 -0.090 0.100 0.135
C -0.878691 2.478005 12.223076 0.117 0.110 -0.176 -0.917
C -0.035098 3.771422 10.248340 -0.170 0.037 -0.040 -0.934
H -3.170309 3.248171 11.380298 0.013 -0.002 0.012 0.322
H -0.246897 3.021099 12.928234 -0.006 -0.065 0.060 0.336
H -0.366411 1.562170 11.922286 -0.002 -0.029 0.082 0.342
H -1.810713 2.213432 12.717810 -0.029 0.016 -0.016 0.291
H -0.023778 4.860821 10.225397 0.046 0.002 -0.035 0.293
H -0.140684 3.412329 9.224761 0.075 0.027 -0.013 0.277
H 0.899648 3.407090 10.665438 -0.013 -0.028 0.023 0.373
```
Forces are in eV/Å.

## Properties
multiplicity	1
Kohn-Sham gap	8.900	eV
HOMO	-8.457	eV

---

No. 2
DFT (wB97M-V/def2-TZVPD) results for a molecular structure, C4H5FS in a non-equilibrium geometry.

```
11
Properties=species:S:1:pos:R:3:forces:R:3:mulliken_charge:R:1
C -0.321500 -0.083687 -0.130561 -2.022 -0.250 -1.161 0.111
C 0.900211 -0.990844 -0.155987 0.752 -2.367 0.591 -0.215
C -0.217178 1.366053 -0.545453 0.211 -5.639 2.066 -0.629
C 0.027284 2.495199 -0.712380 0.697 8.945 2.135 0.050
H -1.816025 -1.520930 1.653152 1.300 1.669 -0.856 0.179
H -1.083730 -0.453764 -0.911101 1.194 -0.137 1.371 0.252
H 1.527486 -1.101365 0.889315 -2.104 0.124 -2.592 0.241
H 1.644492 -0.805317 -0.934745 -0.414 0.112 -0.094 0.295
H 0.098634 3.746843 -0.205573 -0.153 -4.700 -2.571 0.292
F 0.294977 -2.358549 -0.556311 1.518 2.693 1.245 -0.329
S -1.054651 -0.293638 1.609645 -0.980 -0.450 -0.132 -0.246
```
Forces are in eV/Å.

## Properties
energy above the lowest of the compared OMol25 structures with the same formula, charge and spin	4.113	eV
multiplicity	1
Kohn-Sham gap	9.928	eV
HOMO	-9.530	eV

---

No. 3
DFT (wB97M-V/def2-TZVPD) results for a molecular structure, C5H7GaO4 in a non-equilibrium geometry.

```
17
Properties=species:S:1:pos:R:3:forces:R:3:mulliken_spin:R:1
H -2.017872 2.418700 -0.833736 0.686 -0.498 0.419 0.000
Ga -2.011887 0.244926 -2.739771 -2.996 -0.547 -0.087 0.013
O -3.037913 0.836288 -1.121397 -0.234 -1.566 -2.724 -0.005
O -1.532800 1.062476 0.619125 0.351 -0.425 -0.343 0.002
C -0.613940 -0.031203 0.742692 -0.560 0.039 -0.332 -0.001
C 0.370592 0.135759 -0.412546 -2.481 0.795 -0.512 0.030
O -0.837841 0.814086 -1.514555 3.493 -0.177 0.371 0.041
C -1.845904 1.285845 -0.681427 -1.204 3.164 2.567 -0.001
H -0.131943 0.067799 1.719107 -0.281 -0.031 -0.038 0.008
H -1.179300 -0.969145 0.651669 0.257 0.024 0.259 0.001
H 0.519100 -0.778726 -0.994841 0.961 0.535 0.064 0.001
H 0.946969 1.066421 -0.352905 0.478 -0.660 -0.470 0.003
H 2.966507 -0.437017 0.052188 -0.218 0.123 -0.293 0.016
O 1.964804 -3.095267 1.298776 0.467 3.437 -0.462 0.236
C 2.197013 -0.658816 0.797788 2.209 1.241 0.874 0.600
C 2.102602 -1.973089 1.107917 -0.683 -5.616 0.850 0.040
H 2.141812 0.010962 1.661914 -0.246 0.163 -0.142 0.017
```
Forces are in eV/Å.

## Properties
energy above the lowest of the compared OMol25 structures with the same formula, charge and spin	3.692	eV
multiplicity	2
Kohn-Sham gap (alpha / beta)	5.917 / 5.934	eV
⟨S²⟩	0.76
HOMO (alpha / beta)	-23.561 / -23.573	eV
total charge	+3